# C23H68O21

11 unconnected molecules or ions with the total composition C23H68O21 in a non-equilibrium geometry (ωB97M-V/def2-TZVPD, the Open Molecules 2025 dataset).

```
112
Properties=species:S:1:pos:R:3:forces:R:3:lowdin_charge:R:1
C -11.14724 3.21824 12.03794 0.001 -0.222 -0.303 -0.0573
C -11.12178 4.04547 10.74940 0.325 2.015 2.679 -0.4113
C -12.20032 5.18356 10.79506 0.340 -1.055 -1.814 -0.0400
O -9.84790 4.75301 10.70327 0.215 -1.071 -1.120 -0.0804
H -12.16868 2.91846 12.27223 0.060 -0.187 0.007 0.0526
H -10.74355 3.75917 12.89381 -0.070 0.232 -0.029 0.0668
H -10.51900 2.33898 11.89529 -0.061 -0.135 0.169 0.0774
H -11.15000 3.32546 9.93155 -0.157 0.686 -0.413 0.1371
H -13.21184 4.85747 11.03710 0.111 -0.009 0.340 0.0705
H -12.23614 5.55283 9.77014 -0.224 0.212 -0.123 0.0724
H -11.86911 6.05490 11.36000 -0.039 -0.319 0.526 0.0667
H -9.82466 5.52704 11.27067 -0.451 -0.162 0.125 0.0678
O -15.52615 3.62341 12.63906 1.162 0.771 0.049 -0.0655
C -14.65484 2.90915 13.52586 -1.692 -1.253 0.048 -0.2385
C -15.45327 2.31550 14.68236 0.712 0.632 0.411 -0.2389
O -15.98076 3.38007 15.49066 -0.717 -1.347 -0.445 -0.0762
H -16.39668 3.21894 12.62474 0.093 -0.155 0.280 0.0823
H -14.14135 2.12727 12.96631 0.066 -0.217 0.030 0.1038
H -13.88768 3.47141 14.05825 -0.055 0.920 -0.676 0.0959
H -14.72703 1.69305 15.20508 0.078 -0.125 0.512 0.0877
H -16.26196 1.63314 14.42062 -0.220 0.307 -0.318 0.1203
H -15.26543 3.96506 15.75083 0.485 0.214 0.083 0.0153
O -12.01205 5.71936 20.61320 1.087 -1.013 -0.723 -0.0549
C -10.95908 4.82418 20.18769 0.433 0.154 -0.183 -0.2337
C -11.34770 3.37152 20.15357 -2.246 -0.457 0.920 -0.2224
O -12.25559 3.05563 21.23871 1.194 0.659 0.082 -0.0839
H -12.16484 5.35386 21.48764 -0.686 0.166 0.311 0.0703
H -10.62956 4.97825 19.16018 -0.199 0.822 -0.040 0.1034
H -10.08356 4.97102 20.82014 0.090 0.068 0.228 0.1143
H -10.50266 2.68384 20.18673 0.277 0.162 -0.297 0.1115
H -11.98658 3.20141 19.28698 0.625 0.038 -0.614 0.0875
H -12.75590 2.30058 20.92060 -0.377 -0.371 0.497 0.0083
O -13.24931 -4.66211 14.49805 -0.018 0.595 0.295 -0.0539
C -14.06162 -3.81855 15.32122 -0.227 -1.854 1.252 -0.2182
C -13.33311 -3.37813 16.59666 -0.327 0.786 -0.684 -0.1997
O -12.41414 -2.38290 16.25360 0.421 0.672 -0.611 -0.1154
H -13.84938 -5.06839 13.86840 0.115 -0.104 -0.146 0.0813
H -14.59765 -3.07759 14.72814 0.560 0.710 0.249 0.1220
H -14.85254 -4.43229 15.75234 -0.440 -0.287 -0.086 0.1098
H -12.81128 -4.13266 17.18527 -0.195 -0.714 -0.577 0.1363
H -14.04084 -2.92869 17.29326 -0.599 -0.099 -0.040 0.1119
H -11.84713 -2.20547 17.00767 0.755 0.203 0.659 0.0416
O -5.56063 -0.43219 18.21411 0.459 -1.047 -0.277 -0.0620
C -6.64197 -0.24983 17.30533 -0.380 0.390 0.867 -0.2340
C -7.42823 -1.51344 17.01429 -0.153 0.302 0.676 -0.1489
O -7.94564 -2.09458 18.24140 0.506 -0.272 -0.671 -0.1031
H -5.03074 0.36667 18.26568 -0.129 0.030 -0.096 0.0799
H -7.31855 0.40046 17.85982 -0.435 0.376 -0.643 0.1064
H -6.31839 0.18334 16.35888 -0.047 0.139 -0.070 0.1267
H -6.88881 -2.24949 16.41819 0.011 -0.085 0.153 0.1312
H -8.34065 -1.20918 16.50143 0.220 0.028 -0.376 0.1124
H -7.27208 -2.61673 18.68330 0.254 -0.041 -0.017 0.1205
O -8.24652 3.33792 18.23603 -2.005 -0.857 0.314 -0.0852
C -7.18875 3.82428 17.49713 1.693 0.455 -1.174 -0.2319
C -7.54523 4.06897 15.96395 0.164 -0.768 3.045 -0.2038
O -8.51474 5.07479 15.94428 0.136 0.494 -0.980 -0.0558
H -7.97376 3.31531 19.15618 -0.210 -0.082 0.050 0.1085
H -6.91869 4.71650 18.06202 0.711 0.605 -0.912 0.1222
H -6.37586 3.10103 17.56216 0.451 -0.049 -0.222 0.1036
H -7.90460 3.10671 15.59926 -0.273 -0.119 -0.256 0.1084
H -6.63234 4.29567 15.41318 -0.214 0.538 0.045 0.1200
H -9.20924 4.78674 16.54119 -0.401 -0.112 0.115 0.0502
O -11.52970 5.90435 14.78511 -1.489 -0.188 1.417 -0.0762
C -12.92225 6.37914 14.75686 0.319 -0.282 -0.768 -0.1727
C -13.75511 6.29949 16.02886 0.353 -0.387 0.469 -0.1833
O -13.98320 4.94881 16.46653 0.694 0.012 -0.210 -0.0872
H -11.01620 6.12460 14.00446 -0.416 0.216 -0.144 0.0800
H -12.92518 7.42113 14.43695 -0.069 0.073 0.035 0.1236
H -13.51195 5.80649 14.04101 0.301 -0.136 -0.443 0.1072
H -14.76414 6.64404 15.80247 0.224 0.766 -0.373 0.1290
H -13.32595 6.89391 16.83546 0.049 -0.026 0.075 0.1293
H -14.19986 4.96827 17.40156 0.112 -0.013 0.176 0.1083
O -8.99699 -1.12522 20.51274 -0.642 0.126 0.655 -0.0646
C -10.31251 -0.65338 20.24863 -0.048 -0.511 0.169 -0.1982
C -11.16153 -1.75395 19.51454 0.252 1.512 1.766 -0.2110
O -10.63592 -2.00800 18.27665 -0.595 -0.125 -2.553 -0.0765
H -8.64189 -1.43968 19.67810 0.343 0.233 -0.205 0.0154
H -10.73364 -0.26248 21.17489 -0.242 -0.791 0.365 0.1161
H -10.24700 0.28569 19.69912 -0.142 -0.180 -0.971 0.0931
H -12.17094 -1.36918 19.36921 -0.136 0.090 -0.022 0.1025
H -11.25350 -2.70316 20.04241 0.184 0.161 0.701 0.1244
H -9.69431 -2.17939 18.20184 0.484 -0.169 0.520 0.0586
O -13.86986 0.98003 20.63411 0.559 0.369 -1.300 -0.0794
C -14.43015 1.29714 19.32999 -0.830 -1.216 0.082 -0.1618
C -14.83688 0.09011 18.41658 -0.560 1.056 0.520 -0.2086
O -15.87532 -0.66138 19.04343 0.319 -0.364 0.493 -0.0690
H -14.31521 0.36340 21.21980 -0.685 -0.065 -0.602 0.1078
H -15.33136 1.90264 19.42636 -0.159 -0.035 0.357 0.1209
H -13.72392 1.94641 18.81250 0.364 -0.289 0.119 0.0972
H -14.00391 -0.54262 18.11014 0.108 -0.063 0.193 0.0929
H -15.32117 0.50322 17.53176 0.669 0.422 -0.331 0.1133
H -16.63035 -0.69687 18.45159 0.059 -0.012 0.088 0.0841
O -10.18739 -2.09504 14.42389 -0.120 0.007 0.022 -0.0597
C -10.55738 -0.91818 13.73672 -0.629 -0.535 -1.275 -0.2178
C -12.03929 -0.87803 13.30405 -0.026 0.222 -0.644 -0.2495
O -12.83661 -0.48107 14.36286 -1.078 0.808 0.871 -0.0893
H -10.82364 -2.13233 15.14180 -0.100 -0.696 0.366 0.0359
H -10.37745 -0.08160 14.41188 0.113 0.530 -0.464 0.1075
H -9.97335 -0.91845 12.81639 0.392 0.416 0.177 0.1172
H -12.48769 -1.76196 12.85051 0.777 -0.958 0.242 0.1183
H -12.28223 -0.18476 12.49879 0.815 0.689 -0.029 0.1048
H -12.81669 -1.18223 15.01829 -0.082 -0.243 0.508 0.0225
O -9.64303 1.35423 16.88735 -1.298 -0.703 0.276 -0.0734
C -11.08903 1.34465 16.95312 0.757 1.209 -0.526 -0.1894
C -11.56532 2.55979 16.17463 -0.822 -1.289 -1.525 -0.2543
O -11.17965 3.75469 16.73904 0.892 0.863 1.526 -0.0629
H -9.44613 2.22562 17.23878 0.704 0.243 0.314 0.0206
H -11.47764 0.40703 16.55571 0.061 0.162 -0.069 0.1048
H -11.46928 1.52480 17.95863 0.254 -0.490 0.460 0.0890
H -12.65085 2.53875 16.07832 -0.382 -0.190 -0.011 0.1032
H -11.14534 2.54772 15.16886 -0.054 -0.541 -0.337 0.1228
H -11.28199 4.42663 16.06109 -0.118 0.516 -0.243 0.0449
```
Forces are in eV/Å.

Results
gap between HOMO and LUMO = 9.88 eV
structure (SMILES) = CC(C)O.OCCO.OCCO.OCCO.OCCO.OCCO.OCCO.OCCO.OCCO.OCCO.OCCO
relative energy (zero: lowest compared OMol25 entry of this formula, charge and spin) = 2.435 eV
total charge = 0
HOMO = -9.52 eV
DFT total energy = -2496.92688 Eh